Here is an isolated ion of composition C4H10N3O and charge +1 in a non-equilibrium geometry from OMol25. Energies are from ωB97M-V with the def2-TZVPD basis set.

XYZ file:
```
18
Properties=species:S:1:pos:R:3:lowdin_charge:R:1
C -1.549 0.785 -0.184 0.022
N -0.205 0.256 -0.336 -0.207
C 0.118 -1.083 0.175 -0.073
C 1.648 -1.211 0.022 -0.074
N 2.101 0.177 -0.033 -0.112
N 3.253 0.723 -0.014 -0.101
O 4.255 0.066 -0.124 0.026
C 0.822 1.049 0.338 -0.037
H -1.735 0.779 0.851 0.096
H -1.533 1.914 -0.535 0.172
H -2.255 0.222 -0.702 0.094
H -0.005 0.421 -1.408 0.253
H -0.553 -1.801 -0.325 0.161
H -0.219 -0.816 1.180 0.140
H 2.010 -1.768 0.906 0.148
H 1.813 -1.737 -0.921 0.136
H 0.872 1.267 1.507 0.203
H 0.930 2.064 -0.142 0.156
```

Calculated values
Relative energy (zero: lowest compared OMol25 entry of this formula, charge and spin)   4.480 eV
DFT total energy   -10816.9240 eV
Largest force on an atom   5.17 eV Å⁻¹
Structure (SMILES)   C[N@@H+]1CCN(N=O)C1
Total charge   +1
Highest occupied orbital energy   -0.4742 Ha